Computed, not measured: a structure of composition C20H28HfOS3SbSi in a non-equilibrium geometry, with ωB97M-V with the def2-TZVPD basis set.

The geometry in XYZ format:
```
55
Properties=species:S:1:pos:R:3:mulliken_charge:R:1
Hf -0.01662 -1.04717 1.09107 1.285
C -0.85242 2.95473 -1.06433 -1.494
C -1.15552 1.80203 -2.02393 0.195
C -2.31772 2.18493 -2.95803 -1.580
C -1.41372 0.50103 -1.30133 0.899
C -0.78612 -0.69897 -1.85223 -0.751
C -1.09732 -2.06497 -1.29333 -0.192
C -1.91652 -2.09517 -0.03733 0.293
C -2.47232 -3.43517 0.38857 -1.766
C -2.48302 -0.88237 0.41657 -1.080
C -2.18942 0.37193 -0.16203 -0.517
H -0.46442 3.82073 -1.60353 0.465
H -0.11542 2.63593 -0.33283 0.168
H -1.75212 3.25493 -0.53233 0.269
H -0.27082 1.64373 -2.65663 0.460
H -3.22012 2.37663 -2.38323 0.287
H -2.52302 1.37073 -3.64913 0.372
H -2.08052 3.07793 -3.53883 0.459
H -0.62692 -0.66757 -2.93383 0.503
H -1.31462 -2.86707 -2.00063 0.262
H -1.67322 -4.17907 0.48377 0.324
H -3.19182 -3.82337 -0.34413 0.382
H -2.97672 -3.35937 1.35267 0.372
H -3.20582 -0.92837 1.23007 0.250
H -2.68012 1.24063 0.26147 0.295
S 1.80398 -3.94137 4.74497 -0.771
Sb 1.40758 -1.85617 3.87977 -0.098
S 2.22888 -1.94947 1.54967 -0.545
S -0.96222 -1.93457 3.17887 -0.525
C 0.29898 -1.49217 -1.08353 0.386
C 1.40348 -1.87797 -1.98053 0.529
C 2.60898 -1.15907 -1.89383 -0.248
C 3.62548 -1.35257 -2.80193 -0.724
C 3.48478 -2.26947 -3.83863 -0.354
C 2.32038 -3.01677 -3.91983 -0.733
C 1.30368 -2.83437 -3.00453 -0.176
H 2.73328 -0.45077 -1.07963 0.367
H 4.54898 -0.79527 -2.70373 0.355
H 4.28388 -2.41297 -4.55883 0.347
H 2.20878 -3.74437 -4.71833 0.357
H 0.41048 -3.43837 -3.09043 0.269
C 2.42678 2.21523 3.05567 -1.077
Si 0.52658 1.93883 2.87997 0.393
C -0.13292 1.49643 4.63357 -1.059
C -0.26102 3.67153 2.59977 -1.297
O 0.17688 0.93803 1.70617 -0.440
H 2.67658 2.96473 3.80377 0.358
H 2.85968 2.53903 2.11177 0.296
H 2.92518 1.28983 3.34147 0.241
H -0.13122 2.36053 5.29517 0.411
H 0.45598 0.72063 5.11697 0.246
H -1.15432 1.13213 4.57097 0.292
H -0.26062 4.24373 3.52387 0.411
H -1.29162 3.57553 2.27327 0.301
H 0.27088 4.25223 1.85167 0.328
```

Output
2S+1   2
Energy above the lowest of the compared OMol25 structures with the same formula, charge and spin   4.0 kcal/mol
Orbital gap (spin up / spin down)   4.59 / 5.66 eV
F_max   2.31 eV Å⁻¹
Total charge   -2
HOMO energy (spin up / spin down)   0.0027 / -0.0376 hartree



Computed, not measured: a structure of composition C22H54O28P4V in a non-equilibrium geometry, with ωB97M-V with the def2-TZVPD basis set.

The geometry in XYZ format:
```
109
Properties=species:S:1:pos:R:3:mulliken_charge:R:1
O -20.82381 -4.99253 13.09490 -0.589
V -21.05897 -5.09539 14.61441 1.894
O -22.38320 -5.86673 14.98138 -0.597
O -18.45560 -2.04319 18.93106 -0.434
C -18.93979 -2.69434 17.87278 0.738
O -18.67472 -2.34273 16.76033 -0.720
O -19.69531 -3.62597 18.08845 -0.729
H -18.99037 -2.58908 19.51211 0.285
O -17.58163 -4.38192 22.70982 -0.470
C -16.66979 -5.18438 23.15140 0.698
O -15.59482 -5.16176 22.66649 -0.660
O -16.91637 -5.80272 24.20038 -0.769
H -16.90889 -4.30330 22.02951 0.343
C -12.81416 0.48549 27.21466 -0.687
O -12.96199 0.59113 25.79430 -0.276
P -12.16701 -0.45672 24.83016 0.979
O -12.38680 -1.88386 25.10319 -0.639
O -12.56410 0.03431 23.35399 -0.273
C -13.82023 -0.15100 22.75843 -0.688
O -10.65714 0.17682 24.99513 -0.282
C -9.54468 -0.25403 24.22146 -0.683
H -11.89943 0.06086 27.62824 0.303
H -13.70074 0.02940 27.65518 0.271
H -12.79130 1.54152 27.48369 0.271
H -13.71532 -0.79879 21.88810 0.280
H -14.30395 0.77577 22.44987 0.269
H -14.58648 -0.53380 23.43255 0.318
H -9.03842 -0.84486 24.98482 0.286
H -8.93366 0.63793 24.08309 0.248
H -9.68706 -0.77020 23.27204 0.303
C -13.44581 -3.69346 13.18074 -0.802
O -13.10119 -4.96296 13.63990 -0.181
P -11.53108 -5.33754 13.85585 0.873
O -10.74380 -4.23337 14.45904 -0.671
O -11.50721 -6.69586 14.68842 -0.187
C -11.62142 -6.73225 16.02020 -0.797
O -11.01534 -5.73406 12.36917 -0.329
C -9.65996 -6.29514 12.26394 -0.623
H -12.64152 -3.08917 12.76117 0.303
H -13.69966 -2.98264 13.96712 0.324
H -14.21794 -3.52536 12.42997 0.328
H -10.63990 -6.82046 16.48597 0.292
H -12.37525 -7.42215 16.39952 0.287
H -11.70199 -5.74455 16.47413 0.359
H -9.16925 -6.15929 13.22770 0.326
H -9.11574 -5.94120 11.38835 0.251
H -9.79428 -7.37465 12.19522 0.249
C -24.98365 -0.82843 17.63228 -0.656
O -25.24986 -0.36542 16.38932 -0.309
P -24.12480 -0.14656 15.18003 0.951
O -23.27239 -1.38317 14.94238 -0.580
O -24.93013 0.30743 13.84430 -0.332
C -25.74941 1.46611 13.82944 -0.748
O -23.25804 1.22810 15.44568 -0.270
C -22.17447 1.52521 14.58902 -0.680
H -23.92805 -0.78732 17.90083 0.349
H -25.38375 -1.82900 17.79625 0.231
H -25.48272 -0.06417 18.22806 0.262
H -25.58978 2.01059 12.89877 0.271
H -25.78912 2.16751 14.66285 0.342
H -26.73995 1.04057 13.99017 0.324
H -22.42626 2.14287 13.72693 0.275
H -21.74909 0.67612 14.05405 0.319
H -21.43415 2.05992 15.18410 0.257
C -17.42713 -9.29300 18.06633 -0.712
O -16.52345 -9.57374 17.03634 -0.303
P -16.96421 -9.38272 15.49447 0.991
O -17.85510 -8.19471 15.31171 -0.607
O -15.63342 -9.53200 14.56958 -0.259
C -15.82898 -9.69842 13.08198 -0.754
O -17.66989 -10.78499 15.15437 -0.320
C -16.99534 -12.08319 15.36625 -0.601
H -17.66260 -10.24945 18.53308 0.244
H -18.36253 -8.89529 17.67269 0.339
H -17.00786 -8.54040 18.73409 0.272
H -15.13674 -10.45505 12.71263 0.302
H -15.69253 -8.77013 12.52721 0.295
H -16.83067 -9.99090 12.76708 0.334
H -17.03467 -12.38528 16.41281 0.232
H -15.94476 -11.87298 15.16576 0.320
H -17.44022 -12.84236 14.72294 0.228
O -20.32365 4.52268 23.01052 -0.566
C -19.69282 3.78882 22.27484 0.795
O -18.77453 4.13647 21.33972 -0.294
C -18.48370 5.48883 21.07971 -0.317
C -17.04176 5.90235 21.42470 -1.003
C -19.93758 2.31262 22.26591 -1.043
H -19.09150 6.03491 21.80113 0.294
H -18.84306 5.76486 20.08835 0.339
H -16.74900 5.34373 22.31373 0.294
H -17.16367 6.93484 21.75210 0.310
H -16.28044 5.94934 20.64607 0.291
H -19.18854 1.71054 22.78025 0.282
H -20.21509 1.88783 21.30120 0.285
H -20.78766 2.17006 22.93310 0.332
O -23.65444 -8.76958 18.61255 -0.617
C -24.73382 -8.50238 19.19373 0.723
O -24.96899 -8.16046 20.42217 -0.318
C -24.00383 -8.14135 21.50907 -0.186
C -23.32182 -6.75377 21.70929 -1.131
C -26.03291 -8.55011 18.44444 -0.880
H -23.26007 -8.93649 21.56080 0.313
H -24.66118 -8.37715 22.34596 0.281
H -23.99339 -5.92831 21.47323 0.306
H -22.47647 -6.60899 21.03659 0.323
H -23.08613 -6.52820 22.74932 0.369
H -26.01040 -9.39724 17.75890 0.304
H -25.80704 -7.66646 17.84758 0.230
H -26.94576 -8.48528 19.03655 0.283
```

Output
2S+1   1
Energy above the lowest of the compared OMol25 structures with the same formula, charge and spin   336.2 kcal/mol
Orbital gap   1.43 eV
F_max   8.74 eV Å⁻¹
Total charge   -1
HOMO energy   -0.1333 hartree



Computed, not measured: a cluster of 7 separate species, C48H109N7O7 in total in a non-equilibrium geometry, with ωB97M-V with the def2-TZVPD basis set.

The geometry in XYZ format:
```
171
Properties=species:S:1:pos:R:3:mulliken_charge:R:1
C -0.90363 -9.52475 3.99001 -1.455
C -0.86455 -9.11142 5.44181 0.625
C -0.58634 -7.50963 5.51479 -0.635
O 0.69160 -7.15736 4.87382 -0.338
C 0.75766 -5.80750 4.40032 -0.699
N -2.07002 -9.58284 6.12747 -0.746
H -0.17273 -8.97820 3.39406 0.320
H -1.83298 -9.21093 3.51470 0.390
H -0.85047 -10.59473 3.78900 0.360
H -0.00990 -9.63775 5.86683 0.206
H -0.57226 -7.14223 6.54090 0.309
H -1.34848 -6.97473 4.94810 0.326
H 0.53401 -5.02959 5.13035 0.306
H 0.06533 -5.72327 3.56266 0.313
H 1.79667 -5.71981 4.08271 0.237
H -1.99277 -9.54829 7.13391 0.233
H -2.27565 -10.55961 5.97339 0.247
C 0.05230 -0.65509 0.69874 -1.477
C 0.06598 0.52324 -0.23788 0.743
C -0.85722 0.50233 -1.40563 -1.065
O -0.65582 1.51395 -2.40080 -0.206
C -1.33853 1.21151 -3.62093 -0.879
N -0.15661 1.72909 0.53013 -0.773
H -0.95248 -0.97113 0.97919 0.311
H 0.56984 -0.55322 1.65261 0.319
H 0.47525 -1.55040 0.24307 0.304
H 1.07831 0.61440 -0.63155 0.235
H -1.91327 0.43384 -1.14450 0.435
H -0.64414 -0.45827 -1.87459 0.441
H -0.96634 0.33997 -4.15947 0.324
H -1.45450 2.12664 -4.20161 0.278
H -2.37092 0.96580 -3.37215 0.364
H 0.77998 2.07398 0.37538 0.340
H -0.63504 2.30500 -0.14775 0.311
C -2.44182 8.09743 0.80182 -1.279
C -2.64401 6.93279 1.83639 0.443
C -3.49101 5.74750 1.33013 -0.538
O -4.86886 6.00811 1.35656 -0.367
C -5.71662 5.09072 0.60509 -0.819
N -1.28406 6.47244 2.35521 -0.732
H -3.44302 8.50253 0.65485 0.305
H -2.02406 7.66065 -0.10527 0.276
H -1.76519 8.92207 1.02594 0.379
H -3.19451 7.32188 2.69292 0.232
H -3.41720 4.77369 1.81422 0.363
H -3.22961 5.49441 0.30265 0.276
H -5.53004 4.99129 -0.46420 0.335
H -6.70390 5.55215 0.62673 0.279
H -5.90735 4.07328 0.94644 0.321
H -1.04098 7.29565 2.88751 0.283
H -1.45565 5.71960 3.00627 0.244
C 4.42812 5.83883 -3.70081 -1.787
C 3.13550 5.70095 -4.45545 1.907
C 2.98093 6.78188 -5.53009 -1.422
C 3.93297 6.64597 -6.73975 -0.739
C 3.65641 5.22586 -7.32173 -1.393
C 3.83813 4.06849 -6.35510 1.465
N 2.97321 4.40797 -5.15710 0.282
O 2.90921 3.37274 -4.24821 -0.404
C 3.09721 2.91492 -7.02094 -2.020
C 5.28383 3.69614 -6.25157 -1.443
C 1.85136 5.86137 -3.55436 -2.013
H 4.66867 4.82823 -3.37078 0.368
H 4.31900 6.51208 -2.85056 0.453
H 5.25640 6.13114 -4.34626 0.324
H 1.93549 6.88459 -5.82101 0.502
H 3.16378 7.79701 -5.17768 0.426
H 5.01062 6.61243 -6.57957 0.331
H 3.68288 7.39286 -7.49321 0.411
H 4.27658 5.18989 -8.21738 0.426
H 2.64498 5.30845 -7.71962 0.451
H 3.14797 2.03812 -6.37536 0.428
H 2.07210 2.98322 -7.38508 0.383
H 3.51957 2.44933 -7.91139 0.413
H 5.20854 2.75655 -5.70421 0.419
H 5.59334 3.67385 -7.29645 0.392
H 5.84602 4.45376 -5.70564 0.272
H 2.22104 5.42100 -2.62835 0.469
H 0.92495 5.35835 -3.83160 0.370
H 1.56945 6.90244 -3.39686 0.403
H 1.98444 3.11509 -4.25111 0.320
C -0.21283 0.48589 6.91371 -1.869
C 1.08029 1.06917 7.46488 1.420
C 1.82749 -0.20567 8.15057 -1.062
C 3.37125 -0.06728 8.16133 -0.745
C 3.76441 0.33467 6.72544 -1.379
C 3.15955 1.68901 6.14925 1.507
N 1.71530 1.61525 6.22938 0.475
O 1.02906 2.64134 5.65582 -0.453
C 3.83070 2.86894 6.87064 -1.595
C 3.51334 1.57381 4.65059 -1.977
C 0.90160 2.08214 8.55227 -1.813
H -0.04625 -0.28912 6.16558 0.404
H -0.80616 1.20537 6.34944 0.382
H -0.67948 0.09311 7.81707 0.435
H 1.51369 -0.44496 9.16663 0.420
H 1.68116 -1.03446 7.45790 0.373
H 3.87533 -0.99959 8.41587 0.403
H 3.82572 0.62673 8.86837 0.381
H 3.51784 -0.50297 6.07301 0.423
H 4.85207 0.40215 6.70225 0.516
H 3.60334 2.90039 7.93620 0.298
H 4.91784 2.81744 6.81078 0.364
H 3.58822 3.79429 6.34812 0.388
H 4.59876 1.56751 4.55090 0.398
H 3.22735 0.68097 4.09459 0.377
H 3.13260 2.37184 4.01320 0.437
H 1.83311 2.39420 9.02451 0.309
H 0.15620 1.81991 9.30308 0.422
H 0.48178 2.99327 8.12601 0.397
H 0.81105 2.21631 4.82310 0.359
C -10.31246 -0.71320 -1.71329 -1.766
C -9.56938 -2.00563 -1.32074 1.691
C -10.39050 -3.21064 -1.90551 -1.237
C -10.15030 -3.43226 -3.42274 -0.772
C -8.66290 -3.55765 -3.70852 -1.077
C -7.78088 -2.38967 -3.12885 1.271
N -8.14754 -2.05774 -1.73775 0.366
O -7.40094 -1.16530 -1.12562 -0.470
C -6.32769 -2.90409 -3.18443 -1.945
C -7.89827 -1.10614 -4.05603 -1.477
C -9.61020 -2.24067 0.17773 -2.107
H -10.53069 -0.69077 -2.78098 0.326
H -9.69710 0.15325 -1.47101 0.347
H -11.24854 -0.62168 -1.16239 0.423
H -10.17080 -4.16013 -1.41735 0.416
H -11.46835 -3.08669 -1.80068 0.409
H -10.72476 -2.72107 -4.01629 0.364
H -10.68366 -4.34271 -3.69608 0.423
H -8.49447 -3.71568 -4.77376 0.460
H -8.33255 -4.46436 -3.20171 0.346
H -5.67444 -2.10550 -2.83285 0.429
H -6.20248 -3.81839 -2.60435 0.426
H -5.92726 -3.11561 -4.17589 0.381
H -8.91511 -0.71521 -4.02001 0.304
H -7.19116 -0.34032 -3.73725 0.339
H -7.81140 -1.34938 -5.11498 0.397
H -9.11205 -1.42090 0.69534 0.519
H -9.25768 -3.18486 0.59285 0.385
H -10.64602 -2.34205 0.50162 0.436
H -7.18459 -1.69129 -0.35224 0.392
C 6.67753 -1.29149 -0.51172 -2.055
C 6.48412 -2.67574 -1.19041 1.355
C 5.91485 -3.58516 -0.11708 -1.245
C 5.23452 -4.92220 -0.63062 -0.811
C 4.12427 -4.60819 -1.73682 -0.933
C 4.74182 -3.67344 -2.83574 1.188
N 5.52819 -2.53213 -2.31928 0.580
O 5.77250 -1.48757 -3.27052 -0.476
C 5.54692 -4.51324 -3.79625 -1.710
C 3.53451 -3.15365 -3.69964 -1.814
C 8.00063 -3.15565 -1.59739 -1.607
H 7.12674 -0.62124 -1.24457 0.435
H 7.35266 -1.36690 0.34070 0.446
H 5.78698 -0.81012 -0.10761 0.430
H 6.73418 -3.82885 0.55926 0.449
H 5.33815 -2.98190 0.58406 0.485
H 4.74743 -5.49397 0.15927 0.404
H 5.97718 -5.54543 -1.12875 0.332
H 3.26833 -4.09163 -1.30250 0.364
H 3.83280 -5.59274 -2.10264 0.412
H 6.43274 -4.90792 -3.29861 0.328
H 4.86573 -5.30835 -4.09934 0.430
H 5.88934 -3.97460 -4.67984 0.368
H 3.07482 -2.30835 -3.18754 0.429
H 3.81388 -2.76331 -4.67825 0.343
H 2.79484 -3.95017 -3.78054 0.417
H 8.17701 -4.19693 -1.86704 0.304
H 8.71841 -2.81612 -0.85065 0.446
H 8.41843 -2.55811 -2.40763 0.408
H 5.13326 -0.78689 -3.12215 0.297
```

Output
2S+1   1
Energy above the lowest of the compared OMol25 structures with the same formula, charge and spin   157.8 kcal/mol
Orbital gap   8.19 eV
F_max   6.38 eV Å⁻¹
SMILES   CC1(C)CCCC(C)(C)N1O.CC1(C)CCCC(C)(C)N1O.CC1(C)CCCC(C)(C)N1O.CC1(C)CCCC(C)(C)N1O.COC[C@H](C)N.COC[C@H](C)N.COC[C@H](C)N
Total charge   0
HOMO energy   -0.2939 hartree